Density functional theory data (ωB97M-V/def2-TZVPD) for one molecule with the formula C3H4IN in a non-equilibrium geometry.

Results
Molar mass (g mol⁻¹): 180.98
Electronic energy (hartree): -468.97274
Lowest unoccupied orbital energy (spin up / spin down) (eV): 0.50 / -4.02
HOMO level (spin up / spin down) (eV): -6.17 / -10.56
⟨S²⟩: 2.01
Total charge: 0
Spin multiplicity: 3

Last columns: bonded neighbours and bond lengths (Å).
Positions of all 9 atoms, in Å:
1 C 0.974 -1.933 0.186  C3 1.414, N4 1.137
2 C -0.254 0.088 -0.372  C3 1.582, H6 1.129, H7 1.141, H8 1.159
3 C 0.993 -0.532 0.379  C1 1.414, C2 1.582, I5 2.159, H9 1.212
4 N 0.953 -3.049 -0.029  C1 1.137
5 I 2.992 0.171 -0.029  C3 2.159
6 H -1.175 -0.529 -0.159  C2 1.129
7 H -0.606 1.039 0.150  C2 1.141
8 H 0.072 0.347 -1.454  C2 1.159
9 H 0.850 -0.292 1.559  C3 1.212